Molecular formula: C31H30ClFeN2O4P2
Method: DFT, ωB97M-V with the def2-TZVPD basis set

The net charge is -1. The value obtained for the highest occupied orbital energy (alpha / beta) is -0.14634 / -0.15019 hartree. The spin multiplicity is 5. The calculation puts the frontier orbital gap (alpha / beta) at 6.54 / 6.64 eV. Its total energy is -109294.67435 eV.

XYZ file:
```
71
C31H30ClFeN2O4P2, DFT ωB97M-V with the def2-TZVPD basis set
Fe 0.52 1.39 0.05
Cl 0.62 -3.31 -6.19
P 2.81 -1.24 1.61
P 0.55 0.75 2.49
O -1.04 -0.05 0.04
O 1.28 1.19 -1.78
O 2.16 -0.84 0.17
O 0.83 3.23 0.96
N -1.32 2.39 -0.55
N -2.28 1.54 -1.08
C 1.61 -1.77 -0.79
C 1.31 -0.77 -3.11
C -1.48 3.63 -0.79
C 0.92 0.50 -2.80
C 1.21 -2.59 -4.71
C -0.21 7.08 -0.17
C -2.94 -0.75 -1.20
C 0.35 -1.03 2.91
C 3.78 -2.75 1.24
C -2.01 0.32 -0.71
C -0.90 -2.87 3.88
C 2.24 -1.53 -2.18
C 1.64 1.35 3.83
C -3.79 -0.53 -2.28
C -0.76 -1.51 3.59
C 0.09 -3.76 3.49
C -0.62 4.68 -0.28
C -4.59 -2.80 -2.12
C 0.48 4.42 0.58
C 2.68 -2.85 -2.78
C 1.20 -3.30 2.80
C 1.35 -1.95 2.50
C 0.85 6.84 0.70
C -3.75 -3.02 -1.04
C -4.61 -1.55 -2.74
C -0.93 6.00 -0.64
C 0.82 -1.37 -4.32
C -2.92 -2.00 -0.58
C 1.18 5.55 1.07
C 2.18 -3.34 -3.92
C -1.04 1.50 3.01
H -0.01 -4.82 3.71
H -3.72 -3.99 -0.55
H 2.65 0.94 3.71
H -5.23 -3.60 -2.48
H -1.85 1.06 2.42
H -2.34 3.93 -1.40
H 0.25 0.99 -3.53
H 2.51 -4.30 -4.29
H 1.77 -2.79 -0.45
H 1.43 7.67 1.09
H 3.41 -3.43 -2.23
H 1.96 -4.01 2.49
H -3.79 0.44 -2.75
H 4.62 -2.46 0.60
H -1.77 6.16 -1.31
H -2.23 -2.15 0.24
H 0.10 -0.81 -4.92
H 1.69 2.44 3.75
H -1.23 1.38 4.08
H 0.54 -1.59 -0.83
H 3.22 -3.54 0.75
H -5.26 -1.38 -3.59
H 1.24 1.06 4.81
H 4.19 -3.12 2.18
H -1.55 -0.83 3.88
H 3.12 -0.92 -1.98
H -0.47 8.09 -0.47
H 2.01 5.36 1.74
H -1.78 -3.22 4.40
H -0.97 2.56 2.76
```

***

Molecular formula: C31H30ClInN8O9
Method: DFT, ωB97M-V with the def2-TZVPD basis set

The value obtained for the highest occupied orbital energy is -0.28073 hartree. The calculation puts the frontier orbital gap at 7.54 eV. Its total energy is -80682.03558 eV.

XYZ file:
```
80
C31H30ClInN8O9, DFT ωB97M-V with the def2-TZVPD basis set
In -0.12 -0.15 -0.07
Cl -0.64 5.61 -2.06
O -1.67 6.49 0.61
O -2.05 -0.20 -0.94
O -1.63 2.53 2.90
O -0.90 0.79 1.76
O 3.97 2.00 -0.69
O -1.95 5.17 2.36
O 1.28 -1.08 1.41
O 1.12 -1.08 3.63
O 1.81 0.60 -0.83
N -0.99 0.51 4.02
N 1.81 -1.34 -2.08
N -3.27 0.33 4.20
N -0.29 3.06 -1.40
N -1.93 -1.30 5.15
N -0.97 -2.20 0.96
N -0.47 2.19 -0.42
N 0.46 -1.34 -1.78
C -4.53 -2.41 -2.35
C -2.54 -1.23 -1.61
C -0.72 -1.96 2.38
C 1.38 1.66 -4.97
C 0.69 -1.33 2.50
C -1.10 4.22 0.31
C 6.58 0.11 -2.31
C -0.66 4.30 -1.00
C -2.04 -0.16 4.46
C 0.27 1.03 -4.43
C -3.76 -3.40 -2.97
C -1.60 5.39 1.10
C -2.39 -3.28 -2.93
C 2.41 -0.31 -1.53
C 3.86 -0.16 -1.79
C -1.00 -3.15 3.29
C 4.56 0.99 -1.36
C -3.94 -1.36 -1.69
C -0.66 -1.95 5.51
C 5.91 -1.03 -2.74
C -0.94 2.85 0.62
C 5.92 1.10 -1.63
C 4.56 -1.15 -2.48
C -0.30 1.51 -3.26
C 1.38 3.25 -3.17
C -0.30 -2.17 -2.39
C 0.27 2.62 -2.64
C -1.19 2.01 1.85
C -1.75 -2.22 -2.26
C -0.32 -3.17 4.65
C 1.93 2.77 -4.34
H 0.76 -3.20 4.54
H 2.81 3.25 -4.75
H -0.09 0.00 3.88
H -0.62 -4.09 5.15
H -0.71 -2.23 6.57
H 1.83 1.28 -5.88
H -5.62 -2.47 -2.39
H -2.09 -3.21 3.43
H -1.16 1.27 3.37
H -2.78 -1.76 5.42
H -4.09 -0.05 4.63
H -1.17 1.04 -2.82
H 6.43 1.99 -1.29
H 4.00 -2.02 -2.81
H 3.04 1.73 -0.53
H 7.64 0.21 -2.51
H -0.36 -2.93 0.62
H 0.13 -1.21 5.41
H -4.53 -0.59 -1.22
H -1.93 -2.48 0.77
H -0.16 0.16 -4.91
H 1.84 4.09 -2.65
H 6.43 -1.81 -3.27
H -1.77 -4.02 -3.42
H -4.23 -4.23 -3.48
H -0.73 -4.08 2.77
H 0.17 -2.85 -3.10
H -1.85 4.21 2.62
H -1.40 -1.15 2.66
H -3.35 1.17 3.65
```

***

Molecular formula: C31H30N5Pd
Method: DFT, ωB97M-V with the def2-TZVPD basis set

The net charge is +1. The value obtained for the highest occupied orbital energy is -0.38804 hartree. The calculation puts the frontier orbital gap at 7.55 eV. Its total energy is -43561.37197 eV.

XYZ file:
```
67
C31H30N5Pd, DFT ωB97M-V with the def2-TZVPD basis set
Pd 0.22 1.52 0.16
N -2.00 -0.94 -0.22
N 0.51 3.60 -0.07
N 0.26 -0.48 0.08
N -0.48 -2.66 -0.31
N 2.45 1.74 0.57
C -3.92 0.44 0.02
C 4.47 4.87 0.20
C -1.71 1.38 0.52
C -0.24 -5.03 -1.81
C -2.37 2.52 1.01
C -4.51 1.61 0.46
C -2.06 -5.98 -0.35
C 2.84 3.10 0.36
C 4.09 -2.11 0.72
C -2.99 -5.88 0.68
C 1.56 -1.05 0.28
C 2.13 5.40 -0.02
C 3.73 -1.62 -0.53
C -2.52 0.33 0.10
C 1.08 6.32 -0.26
C -2.27 -3.62 1.08
C -1.36 -3.73 0.04
C -3.09 -4.69 1.39
C 3.49 5.80 0.04
C 4.14 3.51 0.36
C 2.10 -0.59 -2.15
C -0.19 5.86 -0.43
C -3.75 2.64 0.99
C -0.42 4.48 -0.36
C 1.90 -1.54 1.54
C 1.80 4.04 0.12
C -1.24 -4.91 -0.69
C -0.72 -1.33 -0.12
C 3.17 -2.07 1.76
C 2.47 -1.09 -0.78
C -4.76 -0.70 -0.50
H 0.49 -2.90 -0.43
H 5.07 -2.52 0.88
H -0.34 -4.21 -2.52
H -2.33 -2.71 1.67
H 1.17 -1.49 2.33
H -1.01 6.53 -0.64
H -1.97 -6.90 -0.90
H 1.59 0.38 -2.10
H -4.47 -0.98 -1.51
H -0.37 -5.96 -2.35
H 1.43 -1.28 -2.65
H -4.69 -1.59 0.13
H 1.31 7.37 -0.34
H 5.51 5.17 0.21
H -5.81 -0.41 -0.53
H -2.65 -1.66 -0.46
H -1.41 4.08 -0.58
H 2.99 -0.48 -2.77
H -3.62 -6.72 0.92
H 4.92 2.78 0.52
H -5.59 1.71 0.40
H 4.45 -1.66 -1.34
H 3.43 -2.44 2.74
H -3.80 -4.61 2.21
H -4.22 3.53 1.38
H -1.78 3.31 1.46
H 2.21 1.59 1.55
H 0.79 -5.01 -1.44
H 3.73 6.85 -0.06
H 3.19 1.08 0.35
```

***

Molecular formula: C31H31AuN3O2STe
Method: DFT, ωB97M-V with the def2-TZVPD basis set

The net charge is +1. The value obtained for the highest occupied orbital energy (alpha / beta) is -0.35949 / -0.35872 hartree. The spin multiplicity is 3. The calculation puts the frontier orbital gap (alpha / beta) at 6.64 / 3.95 eV. Its total energy is -63027.58433 eV.

XYZ file:
```
70
C31H31AuN3O2STe, DFT ωB97M-V with the def2-TZVPD basis set
Au -2.09 0.16 -1.66
Te 2.46 0.37 -3.28
S -2.29 -2.25 -2.98
O -2.49 -0.91 4.43
O -1.86 -0.17 0.49
N -0.63 -3.87 -1.66
N 0.58 0.63 -1.31
N -0.88 -4.24 -3.91
C 4.02 -0.47 -0.79
C -2.60 -2.65 1.28
C -1.21 -3.54 -2.82
C 0.86 -0.77 -1.09
C 0.17 0.95 1.04
C -3.47 -3.47 0.59
C -4.34 -2.19 2.88
C 4.62 -0.33 0.44
C 3.74 1.91 -0.94
C 1.13 1.26 1.99
C -5.20 -3.04 2.21
C -0.97 0.13 1.34
C -0.03 3.78 0.44
C 0.14 5.62 -1.10
C 0.34 1.45 -0.34
C 1.38 -1.30 -2.41
C -0.07 0.01 3.62
C 1.03 0.79 3.30
C -2.21 -1.07 3.26
C 0.40 4.73 -2.13
C -3.04 -1.97 2.42
C 0.46 3.38 -1.88
C 4.36 2.05 0.29
C 2.07 1.13 4.31
C -0.07 5.14 0.18
C 0.25 2.88 -0.59
C -1.05 -0.33 2.70
C 4.79 0.93 0.99
C 3.56 0.64 -1.48
C -4.77 -3.67 1.05
C -2.26 0.92 -3.55
H 2.11 2.21 4.47
H 1.63 -0.89 -0.31
H -5.44 -4.32 0.51
H -1.36 -4.02 -4.77
H 4.50 3.03 0.71
H 3.06 0.82 3.96
H 0.10 6.68 -1.30
H -6.19 -3.22 2.59
H 0.56 -1.52 -3.09
H -0.27 5.84 0.99
H -1.57 -2.54 0.96
H 2.01 -2.17 -2.31
H 1.87 0.64 5.25
H 3.91 -1.46 -1.23
H -4.66 -1.69 3.79
H -0.03 -1.31 -0.76
H 4.96 -1.21 0.98
H 1.96 1.89 1.70
H -0.41 -5.13 -3.86
H 3.39 2.78 -1.47
H 0.57 5.10 -3.14
H -3.19 1.48 -3.61
H -2.28 0.12 -4.28
H -0.96 -3.45 -0.80
H -1.42 1.57 -3.76
H -0.22 3.43 1.44
H 5.27 1.04 1.95
H -0.03 -4.67 -1.58
H 0.68 2.68 -2.68
H -3.16 -3.98 -0.31
H -0.20 -0.35 4.63
```

***

Molecular formula: C31H31B2N7Pd
Method: DFT, ωB97M-V with the def2-TZVPD basis set

The value obtained for the highest occupied orbital energy is -0.31377 hartree. The calculation puts the frontier orbital gap at 7.62 eV. Its total energy is -47915.77886 eV.

XYZ file:
```
72
C31H31B2N7Pd, DFT ωB97M-V with the def2-TZVPD basis set
Pd 0.20 -0.03 0.37
N 0.73 0.30 -1.72
N 0.22 1.86 0.88
N -0.47 -2.35 -1.16
N -1.94 -0.18 0.18
N -2.29 -0.63 -1.05
N 0.23 -1.93 -0.09
N -0.20 -0.26 -2.53
C 4.48 3.49 -0.57
C -0.87 -0.23 -4.95
C -4.32 -0.79 -2.50
C 2.41 -3.93 2.12
C -2.94 0.92 2.10
C -4.10 0.21 -0.11
C 3.40 -2.61 3.87
C -2.72 2.12 4.61
C 0.85 -2.97 0.46
C -3.01 0.33 0.76
C -0.30 -3.67 -1.31
C 2.55 1.91 -1.82
C -0.94 -4.44 -2.41
C 3.27 1.41 -0.74
C -3.56 2.67 3.64
C 2.81 3.20 -2.28
C 1.71 -2.82 1.64
C 1.87 -1.61 2.32
C 3.77 3.98 -1.66
C 2.70 -1.50 3.42
C 1.04 1.08 -3.77
C 0.53 -4.11 -0.29
C -3.67 2.07 2.40
C -3.61 -0.41 -1.25
C -0.02 0.20 -3.79
C -2.00 0.97 4.32
C -2.11 0.37 3.08
C 4.23 2.20 -0.11
C 3.25 -3.82 3.22
C 0.45 2.92 1.28
C 1.48 1.11 -2.44
B 0.76 4.36 1.84
B -1.24 -1.28 -2.00
H 1.46 1.61 -4.61
H -0.63 -4.08 -3.38
H 4.05 -2.53 4.73
H 1.90 4.31 2.25
H 2.31 -4.88 1.61
H -4.30 2.52 1.63
H -5.37 -0.50 -2.42
H -0.81 -1.30 -5.12
H -2.03 -4.37 -2.36
H -0.67 -5.49 -2.33
H -3.89 -0.28 -3.37
H -4.12 3.57 3.86
H -0.03 4.57 2.72
H -1.91 0.02 -4.78
H 4.78 1.81 0.73
H 3.95 4.99 -2.01
H -5.12 0.50 0.07
H -1.35 0.54 5.07
H -0.53 0.28 -5.85
H -4.27 -1.86 -2.68
H 3.78 -4.70 3.57
H -1.57 -0.54 2.86
H 5.21 4.11 -0.07
H 3.10 0.40 -0.39
H -1.80 -1.81 -2.91
H 1.34 -0.69 2.02
H -2.63 2.60 5.57
H 2.23 3.60 -3.10
H 0.65 5.13 0.91
H 0.85 -5.12 -0.12
H 2.81 -0.54 3.92
```

***

Molecular formula: C31H31IrNO4PSe2Te2
Method: DFT, ωB97M-V with the def2-TZVPD basis set

The net charge is -1. The value obtained for the highest occupied orbital energy (alpha / beta) is -0.12125 / -0.13856 hartree. The spin multiplicity is 2. The calculation puts the frontier orbital gap (alpha / beta) at 5.53 / 6.00 eV. Its total energy is -199740.78274 eV.

XYZ file:
```
73
C31H31IrNO4PSe2Te2, DFT ωB97M-V with the def2-TZVPD basis set
Ir -0.97 -1.21 -1.69
Te -3.41 -2.58 -4.19
Te -0.69 -2.67 -3.87
Se 0.21 -1.06 -5.51
Se -3.28 -0.85 -2.34
P -0.74 1.51 -0.35
O 4.36 -5.83 3.02
O 2.31 -2.55 -1.97
O 0.60 -2.37 -0.53
O 2.26 -5.05 3.53
N 0.92 -0.21 -2.38
C -0.17 2.66 2.12
C 3.00 0.94 -1.97
C -2.08 -0.54 1.28
C 1.64 0.81 -1.71
C 1.87 -3.90 1.37
C 3.86 -5.13 1.95
C -3.80 2.80 -2.74
C -1.04 2.66 -2.87
C -3.09 2.25 -1.69
C 3.74 -4.09 -0.16
C -3.14 3.26 -3.87
C 1.77 2.76 -0.31
C -0.26 3.59 3.14
C -0.92 2.80 0.95
C 1.02 1.69 -0.82
C 3.11 2.90 -0.60
C -1.76 3.18 -3.93
C -1.53 -0.28 2.69
C 3.74 1.97 -1.42
C 3.27 -5.95 3.94
C -1.70 2.18 -1.74
C 4.47 -4.87 0.75
C 2.60 -4.66 2.25
C -2.32 -2.05 1.17
C -1.76 3.90 0.83
C -1.12 4.67 3.01
C -1.03 -0.14 0.19
C -3.41 0.19 1.15
C -1.87 4.83 1.86
C 2.47 -3.62 0.14
C 1.74 -2.77 -0.89
H -3.29 1.28 1.23
H -2.83 -2.30 0.24
H -0.04 -0.43 0.58
H 3.46 0.21 -2.63
H -2.54 5.67 1.75
H -2.34 4.04 -0.08
H -1.37 -2.59 1.18
H 0.88 -3.53 1.59
H 4.79 2.06 -1.64
H 4.16 -3.85 -1.13
H -1.23 3.52 -4.81
H -3.70 3.67 -4.70
H -2.20 -0.73 3.43
H 0.70 0.05 -3.36
H 1.53 -1.04 -2.46
H 2.89 -6.97 3.92
H 3.62 -5.68 4.94
H -1.21 5.40 3.81
H -4.08 -0.11 1.96
H 3.66 3.73 -0.19
H -2.94 -2.38 2.01
H -3.90 -0.06 0.21
H 1.30 3.49 0.32
H 0.33 3.47 4.03
H -1.47 0.79 2.92
H 0.04 2.60 -2.94
H -3.63 1.86 -0.84
H 5.46 -5.24 0.53
H 0.50 1.82 2.22
H -0.54 -0.72 2.82
H -4.88 2.82 -2.70
```

***

Molecular formula: C31H31N2O2
Method: DFT, ωB97M-V with the def2-TZVPD basis set

The net charge is +1. The value obtained for the highest occupied orbital energy is -0.39332 hartree. The calculation puts the frontier orbital gap at 7.46 eV. Its total energy is -39718.04571 eV.

XYZ file:
```
66
C31H31N2O2, DFT ωB97M-V with the def2-TZVPD basis set
O -3.84 -0.67 3.09
O 6.02 1.49 1.75
N 3.89 -6.15 6.47
N 2.23 -3.39 3.81
C -2.44 -0.88 3.01
C 2.58 0.34 2.26
C -5.68 -0.17 1.64
C 1.94 -7.09 4.55
C 3.15 -2.99 4.69
C 2.76 -1.07 2.34
C 4.88 -4.31 7.80
C 4.05 -1.59 2.05
C -0.13 -0.35 3.52
C 3.61 -7.55 6.43
C 3.40 -5.26 5.54
C 4.93 0.66 1.80
C 1.67 -1.99 2.56
C -6.32 0.69 0.75
C 4.92 -5.79 7.40
C -0.69 -2.41 2.38
C 0.31 -1.54 2.86
C -2.04 -2.05 2.36
C -1.50 -0.03 3.59
C -4.85 2.48 1.44
C 5.10 -0.75 1.69
C -5.89 2.01 0.62
C 3.77 -3.90 5.58
C 3.63 1.19 1.95
C -4.55 0.28 2.35
C -4.21 1.64 2.35
C 2.22 -7.87 5.84
C 1.88 -4.69 3.73
C 5.77 2.86 2.24
C 2.43 -5.67 4.58
C 4.73 -3.38 6.60
H -7.16 0.32 0.16
H 5.78 -4.08 8.37
H 6.77 3.32 2.30
H -6.01 -1.20 1.78
H 2.36 -7.64 3.69
H 3.45 2.28 1.85
H 6.08 -1.13 1.40
H 1.59 0.78 2.42
H 5.92 -6.04 7.02
H -6.35 2.68 -0.11
H 4.35 -2.42 6.97
H -0.37 -3.38 2.00
H 5.72 -3.17 6.16
H -3.47 2.00 3.05
H -1.84 0.86 4.14
H -2.77 -2.69 1.88
H -4.55 3.53 1.39
H 1.46 -7.62 6.59
H 4.03 -4.17 8.49
H 2.16 -8.95 5.66
H 5.12 3.41 1.54
H 4.38 -8.12 5.88
H 3.43 -1.92 4.73
H 4.21 -2.68 2.06
H 1.12 -4.99 2.99
H 0.57 0.32 4.03
H 5.28 2.83 3.23
H 4.79 -6.42 8.30
H 1.67 -2.89 1.85
H 3.65 -7.93 7.46
H 0.85 -7.08 4.40
```

***

Maximum force, respectively: 0.5; 3.1; 1.1; 1.8; 0.3; 0.2; 3.3 eV Å⁻¹.